No. 1
The following is a quantum chemistry calculation of a 6-piece molecular cluster, C5H25N3O5 overall, from the OMol25 dataset.

frontier orbital gap: 9.63 eV
SMILES: CC[C@@H](N)CNCN.O.O.O.O.O
spin multiplicity: 1
ΔE to the lowest compared entry with this formula, charge and spin: 288.96 kJ/mol
HOMO energy: -9.124 eV
lowest unoccupied orbital energy: 0.50 eV

Positions of all 38 atoms, in Å:
1 O -0.65 3.17 1.56
2 O 2.61 2.40 -0.03
3 O -1.70 0.28 4.01
4 O 2.97 -0.90 -1.14
5 O -3.02 -0.51 1.27
6 N 0.43 0.27 1.61
7 N -0.30 -0.79 -3.38
8 N -0.90 0.93 -1.71
9 C -0.06 -0.36 0.34
10 C -0.15 -2.84 0.79
11 C 0.22 0.69 -0.76
12 C 0.63 -1.74 0.05
13 C -0.54 0.59 -3.11
14 H 2.71 -0.28 -1.83
15 H 2.13 2.13 0.75
16 H 0.42 1.70 -0.42
17 H 0.49 -3.20 1.62
18 H -1.65 0.34 -1.39
19 H -1.01 -2.47 1.34
20 H -2.58 -1.35 1.45
21 H -1.17 1.19 -3.79
22 H 1.18 0.38 -1.16
23 H 0.37 1.21 -3.21
24 H 3.73 -0.39 -0.83
25 H -2.33 0.08 1.59
26 H 0.30 -0.90 -4.17
27 H -0.77 3.47 2.46
28 H -0.35 -3.74 0.21
29 H 1.19 -0.35 1.84
30 H 1.69 -1.86 0.30
31 H 1.86 2.47 -0.64
32 H 0.61 1.25 1.69
33 H -1.53 3.10 1.19
34 H 0.65 -1.85 -1.05
35 H -1.10 -0.71 0.38
36 H -1.04 -1.40 -3.12
37 H -2.16 -0.55 4.04
38 H -1.19 0.56 3.24

These are the natural (NBO) partial charges, in e, on atoms 1 to 4: atom 1 (O): -0.955, atom 2 (O): -0.927, atom 3 (O): -0.991, atom 4 (O): -0.928

---

No. 2
The following is a quantum chemistry calculation of a 8-piece molecular cluster, C5H25NO8 overall, from the OMol25 dataset.

frontier orbital gap: 8.70 eV
SMILES: C[C@@H](C=O)N(C)C.O.O.O.O.O.O.O
spin multiplicity: 1
ΔE to the lowest compared entry with this formula, charge and spin: 381.01 kJ/mol
HOMO energy: -8.808 eV
lowest unoccupied orbital energy: -0.11 eV

Positions of all 39 atoms, in Å:
1 O 3.09 3.26 0.17
2 O -3.49 1.57 0.06
3 O -1.30 -3.50 -0.80
4 O 3.83 1.32 -1.37
5 O 1.07 -3.15 -1.97
6 O 3.39 -1.17 -3.09
7 O -3.83 -0.39 -1.73
8 O 0.27 -0.21 -1.26
9 N -0.08 -0.56 1.40
10 C -0.55 0.50 -0.73
11 C 1.25 0.00 1.77
12 C -0.72 -1.26 2.53
13 C -0.93 0.41 0.77
14 C -1.05 1.73 1.52
15 H -1.95 2.25 1.24
16 H 2.38 3.40 0.81
17 H -1.06 -0.69 3.40
18 H -4.42 1.61 0.33
19 H 1.80 -0.77 2.29
20 H 1.31 -3.70 -1.21
21 H 3.62 0.92 -0.51
22 H 2.59 3.36 -0.65
23 H 4.75 1.60 -1.26
24 H -4.69 -0.81 -1.61
25 H -0.20 -2.18 2.75
26 H 1.00 -2.28 -1.55
27 H -1.29 1.51 2.58
28 H -1.21 -2.87 -1.52
29 H -1.96 0.00 0.73
30 H -1.69 -1.58 2.14
31 H 3.70 -0.33 -3.42
32 H 1.31 0.90 2.39
33 H -3.76 0.41 -1.18
34 H -3.06 2.42 0.00
35 H 1.75 0.03 0.80
36 H -0.87 -4.31 -1.08
37 H -1.26 1.07 -1.32
38 H -0.24 2.45 1.34
39 H 2.50 -1.00 -2.76

These are the natural (NBO) partial charges, in e, on atoms 1 to 4: atom 1 (O): -0.931, atom 2 (O): -0.960, atom 3 (O): -0.953, atom 4 (O): -0.945

---

No. 3
The following is a quantum chemistry calculation of a 8-piece molecular cluster, C5H25NO9 overall, from the OMol25 dataset.

frontier orbital gap: 9.41 eV
SMILES: O=CCCCNCO.O.O.O.O.O.O.O
spin multiplicity: 1
ΔE to the lowest compared entry with this formula, charge and spin: 164.88 kJ/mol
HOMO energy: -9.179 eV
lowest unoccupied orbital energy: 0.23 eV

Positions of all 40 atoms, in Å:
1 O 1.45 -0.02 -2.80
2 O -3.08 1.60 2.07
3 O -0.36 1.26 3.11
4 O 0.96 3.15 -1.96
5 O 1.27 2.14 0.47
6 O 1.30 -4.25 0.07
7 O -0.48 -2.28 -3.22
8 O 1.66 -1.84 1.46
9 O 2.82 0.53 2.21
10 N -0.31 -0.01 -1.20
11 C 1.09 -0.18 -1.41
12 C -2.24 -0.95 0.05
13 C -2.57 1.39 0.99
14 C -0.73 -0.76 -0.01
15 C -3.05 0.38 0.01
16 H 1.59 2.86 -0.10
17 H -2.64 -1.52 -0.77
18 H 2.22 0.89 1.51
19 H 2.42 0.97 2.97
20 H -0.86 -1.83 -3.98
21 H 1.35 -3.28 0.22
22 H 1.09 2.30 -2.41
23 H -0.33 -0.37 0.93
24 H -1.09 1.86 3.30
25 H -0.40 0.61 3.82
26 H -0.97 -1.85 -2.50
27 H 2.09 -1.03 1.79
28 H 1.85 -2.50 2.14
29 H 1.73 0.52 -0.86
30 H -4.09 0.14 0.18
31 H -1.65 1.96 0.75
32 H 1.49 -1.15 -1.14
33 H -2.44 -1.44 1.00
34 H 1.19 -0.89 -3.12
35 H -0.70 0.92 -1.17
36 H 0.77 2.56 1.17
37 H -2.91 0.75 -1.00
38 H 1.58 -4.35 -0.85
39 H -0.37 -1.78 -0.11
40 H 1.65 3.72 -2.34

These are the natural (NBO) partial charges, in e, on atoms 1 to 4: atom 1 (O): -0.755, atom 2 (O): -0.553, atom 3 (O): -0.968, atom 4 (O): -0.963